The following is a DFT calculation (wB97M-V/def2-TZVPD) of a cluster of 10 separate species, C58H146N10O19 in total at a distorted geometry.

XYZ file:
```
233
Properties=species:S:1:pos:R:3:mulliken_charge:R:1
C -1.564 1.435 1.782 -0.025
O -0.245 1.311 1.309 -0.059
C -0.088 0.286 0.350 -0.749
C 1.346 0.227 -0.122 1.152
C 1.770 1.444 -0.938 -1.027
N 1.600 -1.050 -0.808 0.912
H -1.511 1.926 2.757 -0.042
H -2.002 0.455 2.000 0.127
H -2.274 2.025 1.196 0.096
H -0.318 -0.681 0.820 0.492
H -0.806 0.371 -0.476 -0.018
H 1.961 0.171 0.787 -0.140
H 1.272 1.506 -1.909 0.226
H 2.843 1.445 -1.143 -0.187
H 1.546 2.360 -0.387 0.296
H 2.564 -1.363 -0.663 0.168
H 0.973 -1.732 -0.408 -1.103
C -5.244 -4.414 6.481 -0.862
O -5.018 -3.915 5.203 -0.224
C -5.363 -4.699 4.112 -0.719
C -4.867 -4.073 2.807 0.316
N -5.529 -2.794 2.580 -0.444
C -4.773 -1.978 1.612 -0.004
C -5.375 -0.586 1.476 -0.897
O -4.637 0.201 0.574 0.176
C -5.107 1.476 0.250 -0.405
H -6.312 -4.513 6.704 0.385
H -4.856 -3.728 7.236 0.259
H -4.752 -5.354 6.757 0.279
H -6.451 -4.823 3.976 0.420
H -4.982 -5.724 4.224 0.317
H -5.030 -4.784 1.996 0.390
H -3.773 -3.994 2.916 -0.466
H -5.474 -2.296 3.467 0.334
H -4.820 -2.518 0.663 0.222
H -3.750 -1.924 2.008 0.101
H -5.280 -0.196 2.498 0.300
H -6.399 -0.718 1.118 0.282
H -6.086 1.435 -0.252 0.445
H -4.410 1.880 -0.484 -0.141
H -5.232 2.097 1.144 0.078
C -6.453 -5.428 -5.352 -0.804
O -5.183 -5.279 -4.789 -0.274
C -4.155 -5.589 -5.716 -0.752
C -2.822 -5.347 -5.002 -0.633
N -2.675 -3.950 -4.654 -0.205
C -1.518 -3.709 -3.823 -0.475
C -1.592 -2.271 -3.270 0.144
O -2.909 -2.075 -2.781 -0.496
C -3.041 -0.923 -1.969 -0.467
H -6.619 -4.942 -6.324 0.319
H -7.208 -4.951 -4.724 0.253
H -6.709 -6.484 -5.499 0.296
H -4.262 -4.970 -6.613 0.370
H -4.174 -6.625 -6.077 0.491
H -2.089 -5.703 -5.734 0.294
H -2.772 -6.042 -4.153 0.322
H -3.535 -3.666 -4.201 0.442
H -0.581 -3.806 -4.369 -0.275
H -1.547 -4.363 -2.939 0.483
H -1.400 -1.574 -4.096 0.640
H -0.845 -2.075 -2.491 -0.304
H -4.086 -0.870 -1.678 0.263
H -2.633 -0.012 -2.414 0.361
H -2.538 -1.024 -0.998 -0.035
C -2.530 -8.311 5.142 -0.930
O -2.612 -6.914 5.308 -0.124
C -2.049 -6.440 6.522 -0.928
C -1.793 -4.946 6.477 -0.681
N -0.500 -4.511 5.935 -0.466
C -0.483 -4.774 4.492 -0.210
C 0.693 -4.164 3.758 -0.020
O 0.553 -2.767 3.878 -0.376
C 1.527 -2.004 3.158 -0.636
H -1.693 -8.554 4.475 0.313
H -3.426 -8.641 4.616 0.234
H -2.381 -8.909 6.043 0.378
H -1.126 -6.955 6.810 0.498
H -2.732 -6.643 7.355 0.579
H -1.797 -4.650 7.533 0.350
H -2.610 -4.367 6.030 0.462
H -0.488 -3.516 6.134 0.317
H -1.397 -4.425 3.994 -0.126
H -0.442 -5.863 4.437 0.181
H 0.635 -4.555 2.733 -0.087
H 1.659 -4.502 4.152 0.481
H 1.253 -0.958 3.276 0.220
H 1.517 -2.326 2.113 0.131
H 2.510 -2.174 3.609 0.518
C -3.059 4.899 1.510 -0.099
O -3.563 5.261 2.781 -0.430
C -3.818 4.097 3.554 0.193
C -4.282 4.605 4.903 -0.990
N -4.741 3.581 5.813 -0.134
C -5.113 4.042 7.151 -0.765
C -5.929 2.973 7.871 -0.580
O -5.004 1.956 8.236 -0.325
C -5.663 0.755 8.600 -0.709
H -2.100 4.374 1.486 0.082
H -2.896 5.843 0.987 0.343
H -3.767 4.358 0.875 0.027
H -2.902 3.496 3.600 -0.098
H -4.617 3.476 3.124 0.173
H -5.086 5.338 4.797 0.391
H -3.440 5.210 5.285 0.310
H -4.013 2.895 5.985 0.192
H -5.635 5.000 7.137 0.511
H -4.201 4.190 7.743 0.325
H -6.684 2.575 7.192 0.356
H -6.347 3.419 8.780 0.386
H -4.977 -0.081 8.499 0.241
H -6.441 0.516 7.859 0.302
H -6.196 0.894 9.543 0.297
C -4.395 10.332 -4.670 -0.745
O -4.536 9.216 -3.822 -0.294
C -4.871 8.035 -4.516 -0.576
C -5.065 6.894 -3.537 -0.601
N -3.814 6.291 -3.087 -0.238
C -4.027 5.051 -2.351 -0.954
C -2.772 4.168 -2.396 -0.023
O -1.889 4.620 -1.392 -0.374
C -0.788 3.760 -1.213 -0.876
H -3.526 10.184 -5.322 0.311
H -4.104 11.162 -4.025 0.255
H -5.286 10.616 -5.232 0.290
H -4.004 7.767 -5.136 0.308
H -5.788 8.144 -5.104 0.378
H -5.633 6.107 -4.032 0.409
H -5.591 7.243 -2.635 0.323
H -3.184 6.907 -2.597 0.254
H -4.910 4.505 -2.674 0.532
H -4.176 5.309 -1.293 0.243
H -2.319 4.231 -3.393 0.392
H -2.996 3.096 -2.292 -0.078
H -1.052 2.827 -0.708 0.140
H -0.087 4.301 -0.574 0.354
H -0.178 3.520 -2.089 0.514
C 2.249 3.179 2.505 -0.267
O 3.144 4.054 1.838 -0.176
C 4.423 4.032 2.419 -0.659
C 5.392 4.836 1.561 -0.013
N 5.104 6.256 1.682 -0.410
C 5.864 7.009 0.666 0.002
C 5.497 8.478 0.806 -0.550
O 6.238 9.303 -0.067 -0.300
C 5.929 10.643 0.155 -0.770
H 1.835 3.562 3.442 0.353
H 2.778 2.232 2.640 0.282
H 1.394 3.006 1.854 -0.319
H 4.841 3.018 2.480 0.412
H 4.389 4.486 3.415 0.279
H 5.277 4.503 0.517 -0.172
H 6.432 4.646 1.832 0.426
H 4.125 6.420 1.464 0.296
H 5.671 6.592 -0.325 -0.169
H 6.925 6.943 0.920 0.258
H 5.678 8.775 1.844 0.360
H 4.415 8.569 0.631 0.291
H 6.146 11.028 1.158 0.315
H 4.874 10.896 -0.024 0.314
H 6.461 11.288 -0.547 0.276
C 5.271 -9.058 -0.574 -0.773
O 4.483 -7.904 -0.482 -0.287
C 4.478 -7.073 -1.628 -0.932
C 3.982 -5.687 -1.244 0.103
N 2.533 -5.670 -1.116 -0.289
C 1.988 -4.343 -0.840 1.297
C 0.493 -4.400 -0.597 -0.656
O 0.064 -3.377 0.277 0.912
C -1.322 -3.416 0.481 -1.019
H 5.034 -9.686 -1.444 0.307
H 5.057 -9.670 0.299 0.238
H 6.335 -8.813 -0.660 0.308
H 3.836 -7.542 -2.386 0.329
H 5.469 -7.056 -2.100 0.483
H 4.275 -5.082 -2.106 0.018
H 4.498 -5.379 -0.330 0.267
H 2.264 -6.349 -0.413 0.317
H 2.207 -3.786 -1.753 -1.287
H 2.498 -3.897 0.024 0.295
H 0.195 -5.366 -0.164 0.589
H -0.035 -4.404 -1.556 -0.686
H -1.851 -3.319 -0.475 -0.017
H -1.583 -2.547 1.086 0.215
H -1.705 -4.305 0.995 0.357
C 4.257 5.783 -3.410 -0.597
O 4.931 4.626 -3.850 -0.392
C 5.049 3.649 -2.836 -0.134
C 5.478 2.321 -3.429 0.317
N 6.881 2.228 -3.871 -0.386
C 7.341 0.849 -3.761 -0.146
C 8.610 0.609 -4.592 -0.831
O 8.543 1.008 -5.946 -0.399
C 7.617 0.244 -6.695 -0.514
H 4.911 6.421 -2.805 0.210
H 3.389 5.580 -2.775 0.242
H 3.990 6.337 -4.306 0.282
H 4.067 3.488 -2.366 -0.067
H 5.715 4.015 -2.044 0.260
H 4.858 2.141 -4.315 0.195
H 5.247 1.497 -2.752 -0.324
H 6.837 2.306 -4.885 0.365
H 6.587 0.105 -4.059 0.128
H 7.631 0.606 -2.733 0.344
H 8.820 -0.469 -4.564 0.384
H 9.468 1.125 -4.162 0.362
H 7.763 0.515 -7.740 0.250
H 6.600 0.503 -6.389 0.153
H 7.751 -0.841 -6.644 0.275
C 4.523 -0.913 0.834 -0.805
O 4.276 -1.649 -0.354 -0.296
C 5.262 -1.433 -1.370 -0.929
C 4.636 -1.782 -2.717 -0.196
N 3.646 -0.795 -3.126 0.619
C 2.909 -1.071 -4.346 -1.993
C 2.112 -2.369 -4.370 1.167
O 2.903 -3.493 -4.716 -0.449
C 2.111 -4.668 -4.930 -0.700
H 4.494 0.166 0.661 0.318
H 5.510 -1.097 1.272 0.433
H 3.777 -1.247 1.550 -0.117
H 6.108 -2.083 -1.114 0.441
H 5.685 -0.423 -1.353 0.391
H 4.196 -2.781 -2.597 -0.318
H 5.407 -1.843 -3.489 0.603
H 3.002 -0.660 -2.358 -0.313
H 3.533 -0.961 -5.239 0.402
H 2.246 -0.213 -4.492 0.539
H 1.417 -2.248 -5.218 0.611
H 1.498 -2.519 -3.475 -0.585
H 1.256 -4.373 -5.545 0.345
H 1.806 -5.111 -3.980 0.194
H 2.774 -5.308 -5.508 0.271
```

The structure (SMILES) is COC[C@H](C)N.COCCNCCOC.COCCNCCOC.COCCNCCOC.COCCNCCOC.COCCNCCOC.COCCNCCOC.COCCNCCOC.COCCNCCOC.COCCNCCOC. As for the energy above the lowest of the compared OMol25 structures with the same formula, charge and spin: 152.3 kJ/mol. Its calculated total energy is -4274.096542 hartree. The calculation puts the largest force on an atom at 1.8 eV/Å. Its orbital gap is 0.32706 Ha. As for the spin multiplicity: 1. The HOMO energy comes out at -0.3103 Ha.